#P
An isolated molecule of C3H5NO. Source: OMol25; level of theory: wB97M-V/def2-TZVPD.

Structure (XYZ):
```
10
Properties=species:S:1:pos:R:3
C -1.045 -0.246 -2.077
C 1.081 0.118 1.250
C -0.677 0.017 -0.592
N -1.468 -0.703 -3.038
O 0.710 -0.221 -0.056
H 1.122 1.275 1.501
H 2.064 -0.183 1.368
H -1.404 -0.685 -0.049
H -0.923 0.949 -0.311
H 0.541 -0.321 2.004
```

Results
- HOMO-LUMO gap: 0.4148 hartree
- SMILES string: COCC#N
- Spin multiplicity: 1

***

#Q
A 2-piece molecular cluster, C3H5NO overall. Source: OMol25; level of theory: wB97M-V/def2-TZVPD.

Structure (XYZ):
```
10
Properties=species:S:1:pos:R:3
O 1.739 -1.093 0.419
C 1.379 0.101 0.307
N 0.223 0.354 -0.306
C -1.140 0.683 0.024
C -0.694 -0.762 -0.298
H 2.010 0.917 0.645
H -1.406 1.024 1.024
H -1.569 1.324 -0.761
H -1.016 -1.006 -1.317
H 0.475 -1.543 0.263
```

Results
- HOMO-LUMO gap: 0.3654 hartree
- Spin multiplicity: 1

***

#R
An isolated molecule of C3H5NO. Source: OMol25; level of theory: wB97M-V/def2-TZVPD.

Structure (XYZ):
```
10
Properties=species:S:1:pos:R:3
C 0.015 1.363 -0.040
C -0.313 -0.702 -0.717
C 0.343 -0.683 0.644
H -0.946 1.120 0.281
H -1.255 -0.382 -0.700
H -0.121 -1.709 -1.365
H -0.048 -0.370 1.603
H 1.129 -1.453 0.729
N 0.699 0.311 -0.519
O 0.497 2.505 0.085
```

Results
- HOMO-LUMO gap: 0.4097 hartree
- SMILES string: O=CN1CC1
- Spin multiplicity: 1

***

#S
An isolated molecule of C3H5NO. Source: OMol25; level of theory: wB97M-V/def2-TZVPD.

Structure (XYZ):
```
10
Properties=species:S:1:pos:R:3
C 1.448 0.815 0.565
C 0.521 -0.005 -0.007
C -0.929 -0.166 -0.181
N 1.891 -0.725 -0.777
O 2.612 0.226 0.038
H 1.551 1.730 1.209
H -1.520 -0.994 0.326
H -1.401 0.576 0.465
H -1.185 -0.088 -1.208
H 2.147 -1.591 -0.213
```

Results
- HOMO-LUMO gap: 0.3627 hartree
- SMILES string: Cc1co[nH]1
- Spin multiplicity: 1

***

Which is the most stable structure? #P is the most stable.

***

#P
An isolated molecule of C3H5NO. Source: OMol25; level of theory: wB97M-V/def2-TZVPD.

Structure (XYZ):
```
10
Properties=species:S:1:pos:R:3
C -0.632 -0.743 0.052
C -0.501 0.783 0.321
N 0.930 1.079 0.170
C 1.405 -0.026 -0.219
O 0.730 -1.180 0.031
H -1.205 -1.277 0.812
H -1.015 -0.999 -0.943
H -0.913 1.392 -0.489
H -0.957 1.083 1.264
H 2.150 -0.110 -0.994
```

Results
- HOMO-LUMO gap: 0.3857 hartree
- SMILES string: C1=NCCO1
- Spin multiplicity: 1

***

#Q
An isolated molecule of C3H5NO. Source: OMol25; level of theory: wB97M-V/def2-TZVPD.

Structure (XYZ):
```
10
Properties=species:S:1:pos:R:3
C -0.434 -0.722 0.168
C 0.841 -0.132 -0.373
C 1.618 -1.049 -1.009
H -1.230 1.954 1.469
H -0.636 -1.798 0.393
H 1.000 0.982 -0.406
H 2.540 -0.853 -1.721
H 0.972 -2.101 -1.053
N -1.194 0.223 0.695
O -0.805 1.459 0.467
```

Results
- HOMO-LUMO gap: 0.3471 hartree
- SMILES string: C=C/C=N\O
- Spin multiplicity: 1

***

Which is the most stable structure? #P is the most stable.

***

#P
A 2-piece molecular cluster, CH2F2NO2S overall. Source: OMol25; level of theory: wB97M-V/def2-TZVPD.

Structure (XYZ):
```
9
Properties=species:S:1:pos:R:3
C 1.428 0.063 -0.462
N -1.077 0.414 0.358
O -3.230 0.957 -0.845
O -2.996 -1.290 0.174
F 2.353 0.797 0.290
F 1.715 -1.325 -0.206
S -2.624 0.119 0.188
H 1.377 0.200 -1.575
H -0.822 -0.115 1.147
```

Results
- HOMO-LUMO gap (alpha / beta): 0.2007 / 0.2007 hartree
- Total charge: -1
- Spin multiplicity: 1

***

#Q
A 2-piece molecular cluster, CH2F2NO2S overall. Source: OMol25; level of theory: wB97M-V/def2-TZVPD.

Structure (XYZ):
```
9
Properties=species:S:1:pos:R:3
C 2.916 -1.399 -0.345
N 2.067 -1.669 0.450
O -0.321 -0.737 -0.066
O -2.559 -0.628 -1.201
F 2.888 -0.533 -1.409
F 4.228 -1.771 -0.173
S -1.610 0.029 -0.286
H -0.886 1.130 -1.161
H 1.071 -1.327 0.415
```

Results
- HOMO-LUMO gap: 0.2723 hartree
- Total charge: -1
- Spin multiplicity: 1

***

Which is the most stable structure? #Q is the most stable.

***

#P
An isolated molecule of CH3NO3. Source: OMol25; level of theory: wB97M-V/def2-TZVPD.

Structure (XYZ):
```
8
Properties=species:S:1:pos:R:3
C -0.945 0.644 0.106
N 0.247 -0.052 0.253
O -1.991 0.094 -0.158
O 0.337 -1.463 -0.075
O 1.395 0.527 -0.088
H -0.904 1.671 0.136
H -0.332 -1.785 -0.695
H 2.195 0.363 0.522
```

Results
- HOMO-LUMO gap (alpha / beta): 0.2048 / 0.2705 hartree
- <S²>: 2.01
- Spin multiplicity: 3

***

#Q
A 2-piece molecular cluster, CH3NO3 overall. Source: OMol25; level of theory: wB97M-V/def2-TZVPD.

Structure (XYZ):
```
8
Properties=species:S:1:pos:R:3
C -1.025 0.975 -2.207
N 0.814 -1.018 0.944
O -1.158 -0.028 -2.758
O 0.197 0.875 -0.175
O 1.085 -0.140 -0.097
H -1.187 2.032 -2.275
H 0.529 -0.478 1.760
H 0.082 -1.672 0.680
```

Results
- HOMO-LUMO gap (alpha / beta): 0.2832 / 0.3439 hartree
- <S²>: 2.01
- Spin multiplicity: 3

***

Which is the most stable structure? #P is the most stable.

***

#P
An isolated molecule of C7H8O. Source: OMol25; level of theory: wB97M-V/def2-TZVPD.

Structure (XYZ):
```
16
Properties=species:S:1:pos:R:3
C 2.262 0.100 0.999
C 0.958 0.026 0.189
C 0.090 -0.963 0.581
C -1.222 -0.997 0.175
C -1.697 -0.067 -0.876
O -2.855 -0.334 -1.442
C -0.748 0.912 -1.274
C 0.506 1.042 -0.546
H 2.146 0.867 1.735
H 3.103 0.135 0.276
H 2.456 -0.635 1.758
H 0.561 -1.700 1.216
H -1.934 -1.821 0.410
H -3.583 -0.196 -0.816
H -1.055 1.666 -1.965
H 1.014 1.966 -0.420
```

Results
- HOMO-LUMO gap: 0.3453 hartree
- SMILES string: Cc1ccc(O)cc1
- Spin multiplicity: 1

***

#Q
C7H8O as an isolated structure. Source: OMol25; level of theory: wB97M-V/def2-TZVPD.

Structure (XYZ):
```
16
Properties=species:S:1:pos:R:3
C -0.828 1.277 -0.430
C -1.052 -0.136 -0.809
C -0.393 -0.721 0.942
C 0.212 0.709 0.769
C 1.489 0.349 0.257
C 1.490 -0.722 -0.551
C -0.017 -1.124 -0.324
H 0.012 1.956 -1.053
H -1.739 1.745 -0.067
H -1.701 -0.168 -1.660
H -0.512 -1.565 1.827
H -0.037 1.718 1.374
H 2.589 0.813 0.662
H 2.542 -1.262 -0.824
H -0.381 -2.181 -0.518
O -1.674 -0.687 0.404
```

Results
- HOMO-LUMO gap: 0.3705 hartree
- Spin multiplicity: 1

***

#R
C7H8O as an isolated structure. Source: OMol25; level of theory: wB97M-V/def2-TZVPD.

Structure (XYZ):
```
16
Properties=species:S:1:pos:R:3
C -1.690 -1.221 1.258
C -0.819 -0.353 0.322
C -1.041 0.500 -0.700
C 0.236 1.035 -1.362
C 1.203 0.456 -0.505
C 2.456 0.814 -0.960
C 0.657 -0.135 0.688
H -2.726 -1.712 0.361
H -1.268 -2.177 2.210
H -2.043 -0.455 2.171
H -2.168 0.516 -1.217
H 3.377 0.686 -0.297
H 2.105 1.130 -2.073
H 0.815 -1.215 0.932
H 0.522 0.457 1.581
O 0.383 1.675 -2.408
```

Results
- HOMO-LUMO gap: 0.3507 hartree
- Spin multiplicity: 1

***

Which is the most stable structure? #P is the most stable.

***

#P
A 7-piece molecular cluster, H13O6S overall. Source: OMol25; level of theory: wB97M-V/def2-TZVPD.

Structure (XYZ):
```
20
Properties=species:S:1:pos:R:3
S 2.156 -0.110 0.309
H 3.022 0.971 0.610
H 0.668 3.759 0.085
H 0.543 2.305 0.414
O 0.023 3.081 0.096
H -1.347 -2.131 0.339
H -2.841 -2.144 0.129
O -2.109 -1.716 0.654
H -1.831 1.523 -0.953
H -2.085 -0.013 -1.046
O -2.498 0.895 -1.194
H 0.966 -1.995 -0.708
H -0.101 -2.225 -1.732
O 0.095 -2.334 -0.771
H -0.022 -0.541 2.324
H -0.105 0.150 3.549
O -0.424 -0.683 3.257
H 0.947 0.290 -1.780
H 1.467 0.690 -2.985
O 0.690 0.897 -2.441
```

Results
- HOMO-LUMO gap: 0.2732 hartree
- Total charge: -1
- Spin multiplicity: 1

***

#Q
A 7-piece molecular cluster, H13O6S overall. Source: OMol25; level of theory: wB97M-V/def2-TZVPD.

Structure (XYZ):
```
20
Properties=species:S:1:pos:R:3
S 0.372 0.889 -0.845
H 0.888 -0.330 -0.662
H -0.255 4.977 0.568
H -0.438 3.989 -0.505
O -0.710 4.889 -0.282
H -0.364 -2.438 -3.169
H -0.271 -2.605 -1.671
O -0.750 -2.934 -2.441
H -1.411 -2.811 2.397
H -0.850 -4.222 2.290
O -1.647 -3.737 2.513
H -0.750 -0.825 -0.055
H -2.042 -1.512 0.199
O -1.106 -1.638 0.392
H 3.239 2.529 -2.467
H 2.644 2.082 -1.138
O 3.460 2.413 -1.542
H -0.028 -0.707 1.897
H -0.793 -0.603 3.173
O 0.095 -0.440 2.830
```

Results
- HOMO-LUMO gap: 0.2764 hartree
- Total charge: -1
- Spin multiplicity: 1

***

Which is the most stable structure? #Q is the most stable.

***

#P
Br2H2NOP as an isolated structure. Source: OMol25; level of theory: wB97M-V/def2-TZVPD.

Structure (XYZ):
```
7
Properties=species:S:1:pos:R:3
N 1.126 -0.035 0.334
O -0.419 -0.301 -1.898
P -0.366 -0.180 -0.455
Br -1.224 -1.973 0.709
Br -2.039 2.064 0.502
H 1.038 0.552 1.113
H 1.885 -0.128 -0.305
```

Results
- HOMO-LUMO gap: 0.2719 hartree
- Spin multiplicity: 1

***

#Q
An isolated molecule of Br2H2NOP. Source: OMol25; level of theory: wB97M-V/def2-TZVPD.

Structure (XYZ):
```
7
Properties=species:S:1:pos:R:3
N 0.294 0.274 0.068
O 1.540 -0.184 -2.168
P 1.707 -0.097 -0.717
Br 2.886 1.704 0.252
Br 2.937 -1.677 0.239
H -0.309 0.193 -0.729
H -0.046 -0.376 0.765
```

Results
- HOMO-LUMO gap: 0.3643 hartree
- SMILES string: NP(=O)(Br)Br
- Spin multiplicity: 1

***

Which is the most stable structure? #Q is the most stable.

***

#P
An isolated molecule of C2H8N4. Source: OMol25; level of theory: wB97M-V/def2-TZVPD.

Structure (XYZ):
```
14
Properties=species:S:1:pos:R:3
C -1.226 -1.991 -0.134
C 0.749 1.059 0.159
H -1.245 -2.114 -1.451
H -2.365 -1.565 0.204
H -0.989 -3.075 0.378
H -0.095 -0.997 1.370
H -0.871 0.240 -0.618
H 1.278 2.945 -0.396
H 1.256 1.681 -1.701
H 1.443 1.972 1.700
N 0.041 -1.235 0.358
N 0.105 -0.069 -0.474
N 0.857 2.068 -0.765
N 1.062 1.080 1.371
```

Results
- HOMO-LUMO gap: 0.3516 hartree
- SMILES string: [H]/N=C(\N)NNC
- Spin multiplicity: 1

***

#Q
An isolated molecule of C2H8N4. Source: OMol25; level of theory: wB97M-V/def2-TZVPD.

Structure (XYZ):
```
14
Properties=species:S:1:pos:R:3
C -1.703 -0.474 -0.721
N -1.011 -0.071 0.506
N -0.452 1.197 0.359
N 0.443 -0.820 0.445
C 1.171 0.452 -0.016
N 2.212 0.686 0.722
H -0.313 1.555 1.306
H 0.739 -0.981 1.408
H 0.598 -1.670 -0.108
H 2.878 1.294 0.254
H 1.152 0.522 -1.106
H -1.928 -1.541 -0.678
H -1.148 -0.231 -1.634
H -2.639 0.081 -0.736
```

Results
- HOMO-LUMO gap: 0.3176 hartree
- Spin multiplicity: 1

***

Which is the most stable structure? #P is the most stable.